Entry 1:
Here is a molecular structure, C34H45N7Sn from the OMol25 dataset. Energies are from wB97M-V/def2-TZVPD.

Values from the calculation:
Electronic energy: -1919.89137 Eh
Orbital gap (spin up / spin down): 3.311 / 3.313 eV
Lowest unoccupied orbital energy (spin up / spin down): 4.37 / 4.37 eV
Total charge: -2
Maximum force: 3.973 eV/Å

Each line ends with the Mulliken charge.
Geometry (Å):
Sn -0.05979 0.00756 0.01458  0.457
N 1.36870 -2.63855 3.32421  -0.416
N 0.36523 -2.84636 -1.49571  -0.039
C 2.04519 2.33950 0.31447  0.379
C 2.99242 1.30018 0.57811  0.832
C 2.83184 0.90621 1.93730  0.250
C 3.49727 -0.21192 2.63091  -1.385
H 4.35383 -0.57985 2.06425  0.300
H 2.80692 -1.06433 2.78520  0.329
H 3.84050 0.09513 3.62281  0.441
C 1.80465 1.69645 2.52118  0.661
C 1.35595 1.59660 3.92794  -1.657
H 2.11342 2.02606 4.60150  0.372
H 1.20810 0.55219 4.23968  0.174
H 0.41945 2.13794 4.10127  0.404
C 1.33050 2.59591 1.52643  0.660
C 0.32689 3.66520 1.71848  -1.752
H -0.33985 3.45520 2.56260  0.356
H -0.29062 3.81755 0.82448  0.304
H 0.82611 4.62351 1.93138  0.325
C 3.96407 0.76234 -0.40370  -1.119
H 4.83209 1.43434 -0.49528  0.341
H 3.52929 0.66997 -1.41133  -0.205
H 4.34594 -0.21981 -0.09733  0.388
C 1.88032 3.07763 -0.96435  -1.229
H 0.86287 3.47481 -1.09370  0.240
H 2.09511 2.44718 -1.84027  0.102
H 2.57426 3.93626 -1.00126  0.283
C 0.67640 -3.30371 4.25312  -0.546
H 1.03915 -3.16396 5.27342  0.377
C -0.43361 -4.12562 3.95253  -0.393
H -0.93427 -4.67280 4.77469  0.256
C -0.82463 -4.34192 2.62465  -0.499
H -1.62470 -5.02486 2.34490  0.398
C -0.12103 -3.58625 1.59916  -0.396
H -0.30407 -3.68774 0.55136  0.966
C 0.81913 -2.56058 2.07235  -0.631
C 1.23258 -1.30355 1.38400  0.084
H 2.24254 -1.57943 0.70309  -0.158
C 0.15988 -1.53317 -1.76444  -0.821
C 1.31729 -3.26725 -2.37553  -1.337
H 2.03882 -3.95669 -2.03914  0.396
C 1.32090 -2.39214 -3.51201  -0.295
H 1.65885 -2.66383 -4.52212  0.543
N 0.56404 -1.28390 -3.12959  0.600
C 0.47412 -0.04981 -3.84715  0.619
C 1.59408 0.37163 -4.57432  1.067
C 1.47007 1.57111 -5.28775  -1.171
H 2.33504 1.91876 -5.84857  0.225
C 0.30005 2.33209 -5.21976  1.001
C 0.19268 3.59858 -6.01680  -1.571
H -0.30245 4.37242 -5.41751  0.355
H -0.39212 3.44488 -6.93879  0.287
H 1.19763 3.93746 -6.29370  0.345
C -0.76351 1.93431 -4.40253  -1.477
H -1.65013 2.54922 -4.27671  0.292
C -0.70024 0.71435 -3.70431  1.416
C -1.84165 0.22903 -2.88063  -0.881
H -2.18626 -0.78733 -3.13288  0.394
H -2.68498 0.92078 -3.01218  0.410
H -1.58811 0.22595 -1.78824  -0.791
C 2.90951 -0.33455 -4.51014  -1.765
H 2.94050 -1.30759 -5.02505  0.345
H 3.27985 -0.44157 -3.47595  0.297
H 3.61448 0.31301 -5.04845  0.371
C -2.79948 0.87458 1.14135  -0.500
N -1.98611 -0.38815 1.25750  0.518
C -2.76943 -1.50633 0.63499  -0.318
N -4.10458 -1.65637 1.25145  0.101
C -4.84693 -0.38696 1.10833  -0.561
N -4.13757 0.73149 1.76245  0.019
C -3.94869 0.36749 3.18379  -0.760
N -3.15355 -0.86973 3.35519  0.097
C -1.83590 -0.71248 2.70846  1.031
C -3.91763 -1.93872 2.68689  -0.755
H -2.94149 1.11875 0.07786  0.122
H -2.27830 1.69530 1.65598  0.087
H -2.22698 -2.45149 0.77937  0.059
H -2.90866 -1.29444 -0.43456  -0.101
H -5.83943 -0.48833 1.56691  0.360
H -4.96597 -0.16780 0.03930  0.339
H -3.44719 1.19426 3.69693  0.352
H -4.93761 0.19207 3.62953  0.382
H -1.30314 0.10473 3.21689  -0.250
H -1.26318 -1.64523 2.79691  -0.990
H -4.90001 -1.99836 3.17595  0.369
H -3.39470 -2.89649 2.79567  0.294



Entry 2:
Here is a molecular structure, C34H46AsBBrF4IrN3OSi3 from the OMol25 dataset. Energies are from wB97M-V/def2-TZVPD.

Values from the calculation:
Electronic energy: -7769.90351 Eh
Orbital gap (spin up / spin down): 5.725 / 7.405 eV
Lowest unoccupied orbital energy (spin up / spin down): -0.26 / -0.49 eV
⟨S²⟩: 0.771
Energy relative to the best compared isomer or geometry (same formula, charge and spin): 0.000 eV
Maximum force: 1.538 eV/Å
Spin multiplicity: 2

Each line ends with the Mulliken spin population.
Geometry (Å):
Ir 0.02879 1.01003 0.39112  -0.009
Br -4.16998 1.21722 6.72523  0.004
C -2.78055 1.22699 5.43640  0.061
C -1.46009 1.26484 5.85611  -0.029
C -0.44059 1.26673 4.92010  0.098
C -0.72599 1.23421 3.54660  -0.110
C -2.05861 1.18905 3.16241  0.029
C -3.08691 1.19113 4.08763  -0.040
N 0.25834 1.23203 2.54840  0.245
C 1.50987 1.54752 2.85851  0.202
C 2.45920 1.56271 1.84807  0.103
C 3.82799 1.86116 2.07081  0.054
C 4.70550 1.86328 1.03346  0.033
C 4.22895 1.59066 -0.26832  0.145
C 2.90038 1.31048 -0.44070  -0.042
N 2.01984 1.26368 0.58088  0.176
H -1.22666 1.29027 6.91171  -0.001
H 0.57903 1.27458 5.27817  0.013
H -2.29544 1.18150 2.11554  0.023
H -4.11312 1.17265 3.74725  -0.001
H 1.80559 1.81767 3.86262  0.053
H 4.14624 2.08484 3.08047  -0.001
H 5.75356 2.07527 1.19955  0.004
H 4.88872 1.59272 -1.12326  0.008
H 2.49198 1.11824 -1.41907  -0.007
O -0.03173 3.11922 0.46396  0.007
N -0.39816 3.76157 -0.64837  -0.004
C 0.53147 4.01862 -1.58267  -0.008
C 0.19227 4.68842 -2.73504  0.000
C -1.12123 5.09205 -2.92550  0.001
C -2.05716 4.81389 -1.94298  0.000
C -1.67110 4.14878 -0.79812  0.001
H 1.52335 3.66531 -1.34917  0.005
H 0.95515 4.87513 -3.47651  0.000
H -1.40884 5.62106 -3.82369  0.000
H -3.09405 5.09605 -2.05016  0.000
H -2.33743 3.89413 0.01121  0.000
C 2.88598 -2.01695 -1.36175  -0.005
Si 1.13457 -2.65931 -1.24705  -0.003
C 1.29629 -4.51823 -1.07731  0.000
C 0.14823 -2.32837 -2.79483  0.000
As 0.05713 -1.49325 0.55032  0.003
Si 1.06456 -2.42600 2.49185  0.003
C 1.32778 -4.27255 2.30453  0.000
C 2.73888 -1.63049 2.74865  0.006
C -0.01646 -2.18238 3.99183  -0.004
Si -2.18178 -2.35964 0.36304  0.000
C -3.03911 -2.08590 1.99253  0.003
C -2.93442 -1.57007 -1.14509  0.001
C -2.05686 -4.20755 0.05941  0.000
H 3.34897 -2.33618 -2.29946  0.001
H 3.49164 -2.40624 -0.53936  -0.001
H 2.92127 -0.93284 -1.31583  0.003
H 1.69619 -4.88227 -2.02854  0.000
H 0.35614 -5.03260 -0.89161  0.000
H 1.99469 -4.80545 -0.29411  0.000
H 0.75991 -2.51560 -3.68131  0.000
H -0.20330 -1.30012 -2.83054  0.001
H -0.72041 -2.98833 -2.84606  0.000
H 2.23615 -4.50104 1.74770  0.000
H 0.49728 -4.77583 1.81021  0.000
H 1.42924 -4.70078 3.30520  0.000
H 3.21255 -1.34136 1.80776  -0.007
H 3.40402 -2.32556 3.26729  0.000
H 2.64641 -0.72976 3.35483  -0.009
H -0.85157 -2.88506 3.99438  0.000
H -0.42734 -1.17677 4.05813  0.004
H 0.57849 -2.36278 4.89190  -0.001
H -2.71858 -1.16194 2.46988  -0.001
H -2.84098 -2.91534 2.67455  0.000
H -4.11659 -2.00502 1.83829  0.000
H -2.62149 -0.53519 -1.26519  0.000
H -4.02326 -1.56617 -1.06242  0.000
H -2.64988 -2.11598 -2.04485  0.000
H -1.36512 -4.69599 0.74604  0.000
H -1.73139 -4.41819 -0.95981  0.000
H -3.04002 -4.66557 0.19791  0.000
C 0.25959 1.02433 -1.58731  -0.003
C 0.32070 1.04351 -2.79919  0.005
C 0.39334 1.07366 -4.23104  -0.002
C 1.36381 0.33397 -4.91312  0.001
C 1.42049 0.35388 -6.29704  0.000
C 0.51444 1.11527 -7.02329  0.001
C -0.45486 1.85101 -6.35539  -0.001
C -0.51899 1.83070 -4.97110  0.001
H 2.06946 -0.25684 -4.34208  0.000
H 2.17187 -0.23088 -6.81237  0.000
H 0.56173 1.13210 -8.10426  0.000
H -1.17174 2.43661 -6.91703  0.000
H -1.28500 2.38759 -4.44655  0.000
F -4.00676 0.35389 0.79488  0.000
B -3.59677 1.49859 0.14098  0.001
F -2.12168 1.36685 -0.12139  -0.007
F -3.75895 2.62248 0.94572  0.001
F -4.17712 1.65826 -1.09420  0.000